(1)
DFT (the ωB97M-V functional and the def2-TZVPD basis) results for a cluster of 2 separate species, C3H10NO in total.

Bonds (Å) are listed after each position.
Cartesian coordinates (Å):
1 C -0.4987 -2.8859 -0.1469  C2 1.453, H5 1.085, H6 1.115, H7 1.096
2 C -0.1178 -1.6429 0.5023  C1 1.453, C3 1.391, H8 1.095
3 C -0.0358 -0.4014 -0.1187  C2 1.391, N4 1.480, H9 1.089
4 N 0.5779 0.7459 0.5864  C3 1.480, H10 1.039, H11 1.056, H12 1.029
5 H -1.4397 -2.8618 -0.6865  C1 1.085
6 H 0.3136 -3.2267 -0.8307  C1 1.115
7 H -0.5112 -3.6903 0.5968  C1 1.096
8 H 0.3009 -1.6515 1.5144  C2 1.095
9 H -0.4423 -0.0605 -1.0694  C3 1.089
10 H 1.6043 0.7974 0.4366  N4 1.039
11 H 0.1935 1.6463 0.1913  N4 1.056
12 H 0.3871 0.7063 1.5969  N4 1.029
13 H -0.4272 3.7803 -0.0390  O15 0.968
14 H 0.0623 3.6049 -1.4960  O15 0.989
15 O -0.0201 3.1317 -0.6318  H13 0.968, H14 0.989

Calculated values
Net charge: +2
Total energy in eV: -6789.476
2S+1: 2
HOMO level (spin up / spin down) in eV: -20.1356 / -20.1342
ΔE to the lowest compared entry with this formula, charge and spin in eV: 2.513
Orbital gap (spin up / spin down) in eV: 9.8 / 6.0
LUMO energy (spin up / spin down) in eV: -10.308 / -14.117

Here are the natural (NBO) charges for atoms 1 to 5, given in e:
1 C -0.7350
2 C 0.1613
3 C 0.2471
4 N -0.7633
5 H 0.3318

***

(2)
DFT (the ωB97M-V functional and the def2-TZVPD basis) results for a cluster of 2 separate species, C3H10NO in total.

Bonds (Å) are listed after each position.
Cartesian coordinates (Å):
1 C -0.7512 -0.4561 -0.8496  O2 1.544, C3 1.464, H6 1.091, H7 1.106
2 O 0.4600 0.1562 -0.1134  C1 1.544, H8 0.978
3 C -1.9171 0.2308 -0.2900  C1 1.464, C4 1.486, H9 1.102
4 C -2.1863 0.1858 1.1708  C3 1.486, H10 1.112, H11 1.093, H12 1.095
5 N 3.4761 -0.2640 -0.0129  H13 1.027, H14 1.017, H15 1.018
6 H -0.5784 -0.3929 -1.9249  C1 1.091
7 H -0.6076 -1.4891 -0.4806  C1 1.106
8 H 0.5977 1.0711 -0.4312  O2 0.978
9 H -2.0524 1.2017 -0.7941  C3 1.102
10 H -2.9545 -0.6151 1.2462  C4 1.112
11 H -2.6174 1.1258 1.5259  C4 1.093
12 H -1.2872 -0.0813 1.7353  C4 1.095
13 H 3.8645 0.6744 -0.1626  N5 1.027
14 H 4.0642 -1.0141 -0.3664  N5 1.017
15 H 2.4896 -0.3332 -0.2526  N5 1.018

Calculated values
Net charge: +2
Total energy in eV: -6787.284
2S+1: 2
HOMO level (spin up / spin down) in eV: -20.9552 / -20.9484
ΔE to the lowest compared entry with this formula, charge and spin in eV: 4.705
Orbital gap (spin up / spin down) in eV: 9.5 / 7.9
LUMO energy (spin up / spin down) in eV: -11.442 / -13.079

Here are the natural (NBO) charges for atoms 1 to 5, given in e:
1 C -0.2166
2 O -0.6996
3 C 0.4612
4 C -0.7515
5 N -0.2823

***

(3)
DFT (the ωB97M-V functional and the def2-TZVPD basis) results for a cluster of 2 separate species, C3H10NO2 in total.

Bonds (Å) are listed after each position.
Cartesian coordinates (Å):
1 C 0.9100 -0.3093 1.1826  N2 1.460, H6 1.087, H7 1.090, H8 1.098
2 N -0.1923 -0.4615 0.2375  C1 1.460, C3 1.469, H9 1.037
3 C -0.2328 0.6637 -0.7053  N2 1.469, C4 1.577, H10 1.090, H11 1.098
4 C 0.7568 0.3410 -1.8895  C3 1.577, O5 1.356, H12 1.103, H13 1.119
5 O 0.8648 -0.9961 -2.0845  C4 1.356
6 H 1.1142 -1.2352 1.7138  C1 1.087
7 H 1.8129 0.0556 0.6928  C1 1.090
8 H 0.6624 0.4503 1.9362  C1 1.098
9 H 0.1175 -1.1935 -0.4282  N2 1.037
10 H -1.2547 0.7765 -1.0661  C3 1.090
11 H 0.1004 1.5830 -0.2065  C3 1.098
12 H 0.3835 0.8736 -2.7807  C4 1.103
13 H 1.7427 0.8013 -1.6276  C4 1.119
14 H -1.7703 -0.7220 1.0987  O16 0.995
15 H -2.3944 -0.0226 2.3254  O16 0.956
16 O -2.6207 -0.6048 1.6014  H14 0.995, H15 0.956

Calculated values
Net charge: -1
Total energy in eV: -8858.031
HOMO level in eV: -2.7928
ΔE to the lowest compared entry with this formula, charge and spin in eV: 0.763
Orbital gap in eV: 6.8
LUMO energy in eV: 4.042

Here are the natural (NBO) charges for atoms 1 to 5, given in e:
1 C -0.4086
2 N -0.7037
3 C -0.2583
4 C -0.0410
5 O -0.9556

***

(4)
DFT (the ωB97M-V functional and the def2-TZVPD basis) results for a cluster of 2 separate species, C3H10NO2 in total.

Bonds (Å) are listed after each position.
Cartesian coordinates (Å):
1 C -0.5574 -0.2590 0.7293  O2 1.363, C3 1.596, H6 1.108, H7 1.125
2 O 0.1234 0.1545 1.8355  C1 1.363
3 C 0.1254 0.2181 -0.6319  C1 1.596, C4 1.529, N5 1.466, H8 1.101
4 C -0.8492 0.3659 -1.8009  C3 1.529, H9 1.093, H10 1.097, H11 1.092
5 N 0.7591 1.5163 -0.3799  C3 1.466, H12 1.008, H13 1.029
6 H -1.5837 0.1579 0.7136  C1 1.108
7 H -0.5906 -1.3820 0.6778  C1 1.125
8 H 0.8701 -0.5597 -0.8623  C3 1.101
9 H -1.0731 -0.5636 -2.3301  C4 1.093
10 H -1.7579 0.8311 -1.3999  C4 1.097
11 H -0.5141 0.9997 -2.6247  C4 1.092
12 H 0.1251 2.2408 -0.6788  N5 1.008
13 H 0.8514 1.5316 0.6448  N5 1.029
14 H 1.1499 -1.0057 2.2711  O16 1.017
15 H 1.3363 -2.3223 1.5141  O16 0.935
16 O 1.5854 -1.9234 2.3221  H14 1.017, H15 0.935

Calculated values
Net charge: -2
Total energy in eV: -8854.192
2S+1: 2
HOMO level (spin up / spin down) in eV: 4.3761 / -0.3353
ΔE to the lowest compared entry with this formula, charge and spin in eV: 0.000
Orbital gap (spin up / spin down) in eV: 2.4 / 7.1
LUMO energy (spin up / spin down) in eV: 6.819 / 6.796

Here are the natural (NBO) charges for atoms 1 to 5, given in e:
1 C -0.0404
2 O -0.9740
3 C -0.1065
4 C -1.3953
5 N -0.8908

***

(5)
DFT (the ωB97M-V functional and the def2-TZVPD basis) results for a cluster of 2 separate species, C3H10NO2 in total.

Bonds (Å) are listed after each position.
Cartesian coordinates (Å):
1 O 1.8515 -0.5858 0.1134  C2 1.208
2 C 2.5539 -0.2788 -0.8207  O1 1.208, O3 1.324, H4 1.093
3 O 2.8559 -1.1408 -1.7794  C2 1.324, H5 0.969
4 H 2.9800 0.7234 -0.9160  C2 1.093
5 H 3.7631 -1.0298 -2.1015  O3 0.969
6 C -1.5134 0.9770 -0.4427  N7 1.506, H9 1.087, H10 1.085, H11 1.084
7 N -0.8106 -0.1538 0.2603  C6 1.506, C8 1.485, H12 1.020, H13 1.037
8 C -1.3457 -0.3393 1.6333  N7 1.485, H14 1.089, H15 1.082, H16 1.085
9 H -2.4643 0.5852 -0.7943  C6 1.087
10 H -0.9022 1.2671 -1.2915  C6 1.085
11 H -1.6809 1.8113 0.2283  C6 1.084
12 H -0.9797 -0.9785 -0.3162  N7 1.020
13 H 0.2079 0.0321 0.3236  N7 1.037
14 H -2.3963 -0.6120 1.5462  C8 1.089
15 H -0.7316 -0.9345 2.2965  C8 1.082
16 H -1.3875 0.6572 2.0609  C8 1.085

Calculated values
Net charge: +1
Total energy in eV: -8851.671
HOMO level in eV: -15.2974
ΔE to the lowest compared entry with this formula, charge and spin in eV: 0.670
Orbital gap in eV: 12.3
LUMO energy in eV: -3.030

Here are the natural (NBO) charges for atoms 1 to 5, given in e:
1 O -0.6262
2 C 0.6755
3 O -0.6568
4 H 0.1273
5 H 0.5163

***

(6)
DFT (the ωB97M-V functional and the def2-TZVPD basis) results for a cluster of 2 separate species, C3H10NO2 in total.

Bonds (Å) are listed after each position.
Cartesian coordinates (Å):
1 O 1.3364 1.7404 -2.0116  C2 1.186
2 C 0.5897 1.4626 -1.1330  O1 1.186, C3 1.522, H6 1.106
3 C 1.0164 0.6950 0.1105  C2 1.522, N4 1.500, H7 1.103, H8 1.091
4 N -0.1602 -0.0537 0.6642  C3 1.500, C5 1.526, H9 1.028, H10 1.012
5 C 0.2512 -0.9536 1.8265  N4 1.526, H11 1.085, H12 1.087, H13 1.085
6 H -0.4592 1.8135 -1.1461  C2 1.106
7 H 1.3056 1.2817 0.9984  C3 1.103
8 H 1.9308 0.1120 -0.0125  C3 1.091
9 H -0.5841 -0.6471 -0.0603  N4 1.028
10 H -0.8524 0.6062 0.9956  N4 1.012
11 H 0.9652 -1.6945 1.4817  C5 1.085
12 H 0.7501 -0.2912 2.5290  C5 1.087
13 H -0.6741 -1.4161 2.1543  C5 1.085
14 H -2.5701 -0.9220 -1.9995  O16 0.960
15 H -1.1858 -1.0597 -2.5717  O16 0.965
16 O -1.6594 -0.6734 -1.8255  H14 0.960, H15 0.965

Calculated values
Net charge: +1
Total energy in eV: -8850.931
HOMO level in eV: -14.4213
ΔE to the lowest compared entry with this formula, charge and spin in eV: 1.409
Orbital gap in eV: 10.9
LUMO energy in eV: -3.504

Here are the natural (NBO) charges for atoms 1 to 5, given in e:
1 O -0.4221
2 C 0.4025
3 C -0.3460
4 N -0.5006
5 C -0.4043